No. 1
{"formula": "C24H31FeN5OS3", "method": "ωB97M-V/def2-TZVPD", "symbols": ["Fe", "S", "C", "C", "C", "C", "C", "C", "S", "H", "H", "H", "H", "C", "C", "N", "C", "N", "C", "C", "C", "N", "C", "H", "H", "H", "H", "H", "H", "H", "H", "H", "H", "H", "H", "H", "C", "C", "C", "N", "C", "S", "N", "C", "O", "C", "C", "C", "C", "C", "C", "H", "H", "H", "H", "H", "H", "H", "H", "H", "H", "H", "H", "H", "H"], "coordinates": [[-4.30232, 4.42469, 21.04509], [-4.73339, 5.94766, 19.25150], [-5.45828, 7.24321, 20.25016], [-6.03938, 8.28852, 19.54728], [-6.53904, 9.39922, 20.18328], [-6.43889, 9.47810, 21.55983], [-5.85414, 8.44544, 22.31034], [-5.41378, 7.28293, 21.68499], [-4.85420, 6.02138, 22.74041], [-5.99493, 8.20249, 18.46032], [-7.12582, 10.04590, 19.54563], [-6.85017, 10.34715, 22.06191], [-5.67648, 8.46245, 23.35643], [-9.71888, 3.69464, 21.57257], [-8.74170, 4.82978, 21.74526], [-7.49510, 4.37866, 21.26169], [-6.97583, 3.19586, 21.63332], [-5.67288, 2.96000, 21.42851], [-5.10661, 1.69778, 21.85343], [-6.09145, 0.52875, 21.74738], [-7.43293, 0.88747, 22.30971], [-7.78357, 2.27984, 22.12208], [-9.15868, 2.58875, 22.50052], [-9.63505, 3.32505, 20.57172], [-10.73505, 3.84428, 21.79944], [-8.71711, 5.11483, 22.78822], [-9.04968, 5.71526, 21.18904], [-6.73587, 5.04279, 21.16223], [-4.68314, 1.75533, 22.84983], [-4.22128, 1.53793, 21.17438], [-5.71349, -0.38012, 22.25941], [-6.26118, 0.26299, 20.67616], [-7.59825, 0.63070, 23.37610], [-8.19961, 0.28142, 21.74640], [-9.26255, 2.90819, 23.54228], [-9.68197, 1.62153, 22.43380], [-3.39305, 2.66303, 14.17835], [-2.48166, 1.80852, 15.04175], [-2.27138, 2.42890, 16.37106], [-3.64245, 2.33953, 17.02662], [-3.95854, 2.61978, 18.25281], [-2.73920, 3.07478, 19.39865], [-5.24160, 2.46764, 18.66267], [-6.29138, 1.86785, 18.02389], [-7.07233, 1.18760, 18.65484], [-6.48438, 2.12393, 16.55788], [-6.80209, 1.05140, 15.75300], [-7.12730, 1.31150, 14.42005], [-7.27841, 2.58533, 13.99426], [-6.92354, 3.64682, 14.80776], [-6.48803, 3.42329, 16.11784], [-3.55872, 2.16797, 13.17899], [-2.93472, 3.63714, 13.92649], [-4.35340, 2.89976, 14.64485], [-1.53920, 1.69189, 14.48917], [-2.87228, 0.81432, 15.09756], [-2.07033, 3.49337, 16.31036], [-1.55898, 1.91261, 16.96699], [-4.37505, 1.93166, 16.41390], [-5.34622, 2.63288, 19.68369], [-6.95089, 0.05804, 16.23743], [-7.31323, 0.49083, 13.70484], [-7.57009, 2.77221, 12.95549], [-6.93479, 4.65294, 14.43525], [-6.24430, 4.24146, 16.77282]], "atomic_forces_ev_per_a": [[0.101, 0.946, -0.415], [-0.091, -0.283, 1.047], [0.328, -0.568, 0.449], [0.681, -0.489, -0.312], [-0.591, -0.496, -0.270], [-0.074, 0.191, 0.833], [-0.304, 0.335, -1.592], [-0.161, 0.540, -1.389], [0.696, -1.025, -0.235], [-0.325, 0.166, 0.238], [0.181, 0.687, 0.399], [0.106, -0.028, 0.103], [-0.291, 0.484, 0.844], [1.566, -1.545, 0.769], [-1.646, 0.866, -0.159], [1.832, -0.072, -0.221], [1.307, -0.214, -0.494], [-0.648, 0.296, -0.049], [0.707, -0.849, -0.792], [0.556, -0.600, -0.698], [-1.250, -0.834, 0.081], [-1.080, -0.699, 0.975], [-0.680, -0.188, -0.582], [-0.144, -0.159, -0.812], [-1.173, 0.712, 0.401], [0.194, 0.217, 0.486], [0.130, -0.023, -0.112], [-0.207, 0.516, -0.138], [-0.064, 0.140, 0.459], [-0.760, -0.191, 0.678], [-0.075, 0.561, -0.294], [0.366, 0.294, 0.761], [0.432, 0.136, -0.365], [0.551, 0.537, 0.538], [0.350, 0.011, 0.044], [-0.170, 0.507, -0.186], [-0.098, 0.167, -1.615], [0.709, 0.599, -1.748], [-2.298, 0.288, 0.968], [0.613, -0.942, -2.068], [1.107, 0.519, 1.257], [-0.914, 0.013, -0.261], [0.548, 0.409, 0.992], [-0.552, -0.449, -0.380], [-0.211, 0.084, -0.050], [-0.075, -0.657, 1.416], [-0.674, -0.794, -0.093], [-0.261, -2.376, 0.201], [0.430, 1.437, -1.282], [0.291, 0.295, 0.808], [-0.538, 0.501, -1.355], [-0.112, 0.406, 1.043], [-0.027, -0.361, 0.298], [0.053, -0.218, -0.211], [0.012, 0.119, 0.353], [-0.346, -0.752, 0.405], [0.462, 0.063, -0.031], [0.597, -0.266, 0.653], [0.848, 0.554, 0.700], [-0.445, -0.203, -0.414], [0.510, 0.779, -0.684], [-0.019, 0.396, 0.637], [0.038, -0.005, 0.421], [-0.201, 0.310, -0.142], [0.203, 0.208, 0.191]], "mulliken_spin": [3.77, 0.10, 0.01, -0.01, 0.00, 0.00, 0.00, 0.00, 0.08, 0.00, 0.00, 0.00, 0.00, 0.00, 0.00, -0.01, 0.04, -0.01, 0.03, 0.00, 0.00, 0.01, 0.00, 0.00, 0.00, 0.00, 0.00, -0.03, 0.00, 0.01, 0.00, 0.00, 0.00, 0.00, 0.00, 0.00, 0.00, 0.00, 0.00, 0.00, -0.01, 0.02, 0.01, 0.00, 0.00, 0.00, 0.00, 0.00, 0.00, 0.00, 0.00, 0.00, 0.00, 0.00, 0.00, 0.00, 0.00, 0.00, 0.00, -0.02, 0.00, 0.00, 0.00, 0.00, 0.00], "gap_ev": [6.43, 6.53], "e_tot_ev": -101784.277, "fmax_ev_per_a": 2.510, "mol_weight_g_mol": 557.59, "multiplicity": 5, "de_lowest_kj_mol": 0.0, "s2": 6.0159, "charge": 0}


No. 2
{"formula": "C24H31GeN2O3PRh", "method": "ωB97M-V/def2-TZVPD", "symbols": ["Rh", "C", "O", "C", "O", "N", "N", "H", "H", "H", "H", "H", "H", "C", "Ge", "C", "C", "C", "H", "H", "H", "H", "H", "H", "H", "H", "H", "H", "O", "P", "C", "C", "C", "C", "C", "C", "C", "C", "C", "C", "C", "C", "C", "C", "C", "C", "C", "C", "H", "H", "H", "H", "H", "H", "H", "H", "H", "H", "H", "H", "H", "H", "H"], "coordinates": [[-0.16283, 0.93807, -1.68539], [0.00089, 6.18578, -0.96746], [-0.58832, 5.13149, -1.73745], [-0.13941, 3.89354, -1.66058], [-0.74714, 3.00746, -2.24530], [0.97553, 3.68216, -0.88762], [1.50482, 2.38453, -0.87690], [-0.65569, 7.03816, -1.10458], [0.99172, 6.44022, -1.34840], [0.04174, 5.91884, 0.08932], [1.59258, 4.44848, -0.67722], [1.82686, 2.13618, 0.05027], [2.26224, 2.29859, -1.54498], [-0.19588, -3.01042, -2.74260], [0.60433, -1.52833, -3.74564], [0.39133, -1.78520, -5.68774], [2.49310, -1.33551, -3.23506], [-0.27105, 0.19138, -3.28684], [0.11648, -3.95922, -3.17859], [-1.28396, -2.96604, -2.76487], [0.14381, -2.97069, -1.70838], [0.83051, -2.73567, -5.99161], [0.88295, -0.99112, -6.24869], [-0.66265, -1.79844, -5.96374], [3.02735, -2.27171, -3.39631], [2.55337, -1.09114, -2.17314], [2.99149, -0.55769, -3.81269], [-0.69251, 0.85339, -4.05974], [0.19388, -0.75545, -0.38743], [-0.20117, -0.82426, 1.06450], [-1.81944, -1.55167, 1.32133], [-2.45062, -1.45768, 2.56110], [-3.69955, -2.02483, 2.73982], [-4.32288, -2.67515, 1.68035], [-3.70053, -2.75595, 0.44431], [-2.44645, -2.19319, 0.26132], [-0.31958, 0.86258, 1.71985], [-1.14420, 1.73636, 1.00861], [-1.29853, 3.04843, 1.42327], [-0.63636, 3.49431, 2.56128], [0.17498, 2.62765, 3.27843], [0.33201, 1.31118, 2.86226], [1.02102, -1.72990, 2.01546], [2.34410, -1.29205, 1.97926], [3.32864, -1.99137, 2.65132], [2.99758, -3.14009, 3.36086], [1.68570, -3.58653, 3.39105], [0.69651, -2.88540, 2.71752], [-1.96961, -0.93991, 3.38383], [-4.19163, -1.95623, 3.70046], [-5.30162, -3.11403, 1.82076], [-4.19160, -3.25419, -0.38054], [-1.95524, -2.24204, -0.70328], [-1.70811, 1.37969, 0.14352], [-1.95330, 3.71154, 0.87178], [-0.77009, 4.51303, 2.90167], [0.67956, 2.97068, 4.17204], [0.96105, 0.63821, 3.43219], [2.60768, -0.40404, 1.41538], [4.35387, -1.64805, 2.62090], [3.76784, -3.68914, 3.88546], [1.42881, -4.48473, 3.93577], [-0.32440, -3.24486, 2.73748]], "atomic_forces_ev_per_a": [[0.408, 0.439, 0.335], [0.006, 0.064, 0.002], [-0.071, 0.043, -0.039], [0.122, -0.071, 0.054], [0.225, -0.278, -0.037], [-0.159, -0.026, -0.198], [-0.187, 0.000, 0.096], [0.022, -0.001, 0.016], [0.003, -0.016, 0.008], [0.001, 0.006, -0.012], [0.017, 0.059, 0.006], [-0.047, 0.135, 0.123], [0.056, -0.102, -0.012], [0.099, 0.101, -0.050], [0.029, -0.019, -0.212], [0.057, -0.026, 0.230], [-0.136, -0.058, 0.012], [-0.310, -0.100, 0.120], [0.006, -0.004, -0.027], [-0.015, 0.011, -0.048], [-0.025, 0.010, -0.018], [0.012, -0.008, 0.020], [0.009, 0.035, 0.036], [-0.021, 0.010, 0.034], [-0.010, -0.025, -0.024], [-0.022, 0.011, -0.006], [-0.036, 0.032, -0.015], [-0.009, -0.126, -0.038], [0.111, -0.161, -0.575], [-0.065, 0.077, 0.225], [0.150, 0.091, 0.002], [0.012, 0.012, 0.050], [-0.024, -0.006, 0.009], [0.006, 0.007, 0.002], [-0.057, -0.023, 0.000], [0.064, -0.031, -0.151], [-0.040, -0.167, 0.008], [-0.094, 0.030, -0.018], [-0.014, -0.009, 0.020], [-0.014, 0.007, 0.002], [0.010, 0.042, 0.021], [0.104, -0.039, 0.018], [-0.162, 0.040, -0.084], [0.076, 0.105, -0.053], [0.034, -0.026, 0.031], [-0.019, 0.004, -0.007], [0.042, -0.028, 0.029], [-0.091, -0.019, 0.041], [-0.002, -0.002, 0.000], [-0.004, 0.000, 0.003], [-0.005, -0.003, 0.002], [-0.006, -0.004, 0.000], [-0.009, 0.011, 0.059], [-0.007, -0.003, 0.033], [-0.014, 0.014, 0.000], [0.004, 0.006, 0.002], [-0.005, 0.004, -0.002], [-0.013, -0.005, -0.010], [-0.008, -0.013, -0.015], [0.003, -0.002, -0.001], [0.002, -0.007, 0.005], [0.007, -0.007, 0.002], [0.004, 0.014, -0.006]], "lowdin_charge": [0.79, -0.03, 0.02, -0.56, 0.02, 0.03, 0.02, 0.11, 0.10, 0.09, 0.14, 0.10, 0.12, -0.22, 0.76, -0.22, -0.22, -0.33, 0.02, 0.01, 0.00, 0.02, 0.02, 0.02, 0.02, 0.00, 0.02, 0.00, -0.43, 0.82, -0.29, -0.08, -0.06, -0.06, -0.06, -0.05, -0.28, -0.12, -0.07, -0.07, -0.06, -0.07, -0.28, -0.09, -0.06, -0.06, -0.06, -0.06, 0.12, 0.11, 0.11, 0.11, 0.08, 0.10, 0.12, 0.11, 0.11, 0.11, 0.11, 0.11, 0.11, 0.11, 0.11], "gap_ev": [7.98, 7.98], "e_tot_ev": -103319.995, "fmax_ev_per_a": 0.687, "mol_weight_g_mol": 602.01, "de_lowest_kj_mol": 79.1, "charge": 1}